{
  "formula": "C55H101N9O14P",
  "method": "ωB97M-V/def2-TZVPD",
  "symbols": ["C", "C", "N", "O", "H", "H", "O", "C", "C", "H", "C", "H", "N", "N", "C", "N", "H", "H", "H", "H", "H", "H", "H", "H", "H", "O", "H", "C", "H", "C", "C", "H", "C", "H", "C", "H", "C", "C", "C", "H", "O", "C", "H", "H", "O", "O", "H", "C", "H", "H", "H", "C", "H", "O", "H", "H", "O", "C", "C", "O", "H", "O", "H", "H", "O", "H", "N", "C", "H", "H", "H", "C", "C", "H", "C", "C", "C", "C", "C", "C", "C", "H", "C", "H", "N", "C", "C", "N", "C", "O", "H", "C", "P", "H", "C", "C", "C", "H", "H", "N", "H", "C", "H", "C", "O", "H", "C", "H", "C", "H", "H", "H", "H", "C", "H", "C", "H", "H", "H", "H", "H", "H", "H", "C", "H", "H", "H", "H", "H", "H", "H", "C", "C", "N", "H", "H", "C", "H", "H", "O", "H", "H", "H", "H", "C", "H", "H", "H", "H", "H", "H", "H", "H", "C", "H", "H", "H", "H", "H", "H", "H", "C", "H", "H", "C", "H", "H", "C", "H", "C", "C", "H", "H", "H", "H", "H", "H", "H", "C", "H"],
  "xyz": [[5.1719, -9.2127, -5.6381], [4.7512, 4.0067, -2.5130], [3.4644, 3.8087, -3.3407], [-7.9200, -3.4013, 2.0892], [-8.5045, -3.0240, -0.4137], [-0.8459, 9.4088, 6.9184], [-5.2144, 1.7565, 2.6648], [-6.3887, -1.4245, -0.4902], [-4.7322, -2.5272, 4.0352], [7.9469, -3.6111, -4.6539], [-1.6518, 1.9723, -4.5631], [-3.6324, -4.5253, 9.0347], [6.7184, -6.2464, -6.5245], [-0.2311, 5.3129, 5.7741], [-0.1695, 4.5036, 4.5518], [-4.6426, -2.8314, 5.4678], [8.3622, -7.1593, -5.5433], [-7.6987, -5.4262, 2.1739], [-2.9737, -5.8410, 8.0410], [-2.9239, -4.1799, 7.4247], [4.7494, 7.3717, -1.1100], [-4.9774, -3.3089, 2.0600], [-3.8264, 6.1545, 2.4963], [-3.9896, 3.0571, 3.7510], [-3.2690, 2.0385, 1.9267], [9.7244, -1.7337, -1.5343], [-5.0365, 0.1289, -3.9632], [-5.0451, 2.9012, 3.5037], [2.0943, 4.6851, -1.7526], [4.8861, 2.1257, -5.0989], [2.1888, 4.5079, -2.9094], [-5.5621, -1.8309, 3.8680], [-5.8633, -3.4342, 6.0147], [7.4515, -0.3543, 0.6279], [-3.8147, 5.2573, 1.8679], [6.0398, -6.0986, -2.2564], [-7.6531, -4.8008, 0.1140], [6.1137, -2.2435, -2.4824], [-7.7805, -3.8267, -2.1344], [-4.1197, 0.5684, 1.4126], [0.6070, 7.9672, 6.8841], [6.6912, -0.9534, -0.0594], [1.9627, 6.8283, 7.8947], [-6.6005, -4.5046, 0.1452], [-2.9514, 4.4091, -0.2456], [-3.7120, -4.5594, 3.0220], [8.5221, 2.9146, -2.4966], [-3.2091, 5.6064, 0.4992], [8.5036, -7.0275, -7.3094], [-5.1961, 4.0291, 1.0057], [-7.6820, -4.8225, -2.5820], [0.6438, 2.2124, -2.8650], [-9.8076, -3.1494, 2.9281], [-0.3145, 6.2486, 2.7823], [8.5041, -5.2578, -4.4699], [-3.8319, -0.5264, -1.4777], [6.5647, -9.0279, -5.4202], [7.8098, -7.2260, -6.4852], [4.1137, -2.1591, -0.4638], [-4.7783, -5.1166, 7.4015], [-0.2276, 8.2852, 2.6334], [6.5968, -4.8083, -3.7406], [6.4360, -2.6229, -3.5533], [-2.2389, 6.0908, 0.6603], [5.5198, -1.2933, -5.8854], [4.8775, -0.9608, 1.5773], [-8.4097, -3.9540, -0.8150], [-4.2427, 1.6343, 1.6358], [-1.0953, 2.6103, -5.3936], [6.2728, -4.2376, -6.3399], [1.7421, 6.0558, 5.5440], [4.9190, -0.0799, -6.0338], [-4.8694, -3.7219, 3.0702], [-3.8134, -1.9881, 3.7740], [7.5978, 3.5041, -2.0700], [-3.1896, 1.4033, -4.8900], [-3.6839, -5.5787, 4.0111], [-9.0851, -2.6153, 2.3039], [-5.6288, -3.9634, 7.4384], [7.6330, 1.5105, -4.7373], [1.0887, 5.6474, 6.3206], [-8.7886, -1.6992, 2.8231], [-1.6834, 0.6906, -1.9716], [-3.6712, 1.6796, -5.9336], [7.5120, 3.1820, -0.5946], [-0.9013, 1.6257, -3.1156], [8.9656, -0.1217, -3.4952], [4.0538, 6.5766, -1.2188], [7.1401, -4.8869, -6.1686], [8.5957, 2.0531, -5.4885], [-3.4376, 3.4162, -1.9683], [6.1999, 3.2820, -2.9084], [4.8292, 5.1562, -0.9484], [1.0107, 7.5940, 3.7002], [-8.2128, -4.6931, 1.5413], [-3.5136, -4.8901, 8.0102], [-6.4196, -3.1047, -2.1974], [1.4981, 5.4522, 3.4549], [0.4658, 4.4023, 2.5125], [4.8132, 1.2726, -6.3827], [7.8873, 4.6571, -2.1478], [-5.7253, 4.1746, 2.9622], [7.9193, -4.5592, -6.8666], [3.5003, 2.9154, -4.5971], [7.7613, 0.0980, -4.3117], [5.6444, -6.6371, -3.8849], [-3.2224, 0.1187, -2.2628], [9.7888, -0.6824, -4.1413], [0.9751, 6.6972, 7.4373], [-7.7108, -5.8431, -0.2181], [4.1499, 4.4862, 0.1599], [1.3407, 1.4849, -3.5057], [-5.6457, -3.6069, -1.6072], [5.1728, -1.3181, 0.4811], [-0.7308, 6.1737, 5.5641], [-3.9268, 0.4947, -3.7268], [-6.1961, -4.2736, 5.3973], [-0.7748, 8.4008, 8.3783], [-5.7593, -2.1418, 0.0438], [0.6376, 3.8616, -4.5588], [7.3379, -6.7214, -3.2939], [0.9933, 2.0690, -1.7455], [-1.4588, 7.7468, 6.8559], [7.2709, -8.6597, -6.6119], [4.7296, -9.5981, -4.7148], [-3.8432, 6.3109, -0.0524], [8.1216, -9.3459, -6.6974], [3.8282, -3.2436, -2.6447], [1.5534, 4.7410, 6.7239], [-6.6595, -2.6820, 6.0363], [-6.0783, -3.1514, -3.2385], [4.5860, -2.6457, -1.9820], [0.4530, 5.1614, 3.3039], [-5.1832, 4.7481, 1.7253], [-1.2034, 4.2309, 4.3073], [-5.7260, 4.9436, 3.7435], [7.1868, -1.4156, -1.5596], [-3.1668, 4.5124, 2.3392], [-5.5393, 2.6498, 4.4499], [-6.4903, -1.7134, -1.8774], [2.2115, 5.5807, -3.4302], [-0.0914, 4.3759, -2.8890], [-8.4860, -3.2693, -2.7626], [0.2858, 6.3715, 8.2257], [7.6240, -4.6569, -4.7228], [4.6884, -8.2626, -5.8794], [-4.8166, 4.1372, -1.1197], [-1.1790, 0.4212, -0.9425], [3.0372, -2.4159, -0.0433], [5.9893, -6.5361, -5.8767], [-9.5448, -2.3365, 1.3522], [8.5089, 3.2842, -0.2372], [-0.7067, 7.6840, 4.2168], [-0.0309, 7.5062, 3.3788], [-5.2384, -3.1797, 8.0987], [-6.5894, -4.2948, 7.8500], [-4.6833, -5.9342, 4.2772], [4.9941, -9.9385, -6.4371], [6.2008, 5.5007, -0.6105], [-3.6791, 5.1738, -2.0388], [-3.8641, -3.4702, 5.6120], [6.4107, -6.1415, -3.2868], [9.4402, 0.8966, -3.1581], [-5.7755, -4.3102, 3.2502], [0.8031, 3.7691, -3.3917], [-3.1542, -5.2258, 4.8975], [2.5613, 2.7460, -5.2993], [8.7058, -1.1099, -2.1787], [-4.6003, 2.1154, 0.7240], [-3.7714, 4.2899, -1.4009], [-0.6886, 8.3912, 7.2878], [-7.3831, -1.3803, -0.0432], [-6.7758, 3.9337, 2.7587], [-3.1141, -6.4239, 3.6085], [-5.9418, -0.4294, -0.3846], [-9.2844, -4.9242, 1.5707], [7.1680, 2.2134, -0.4061], [6.6572, -8.7797, -7.5129], [6.2652, 2.3102, -4.2314], [0.3585, 3.5676, 4.7679]],
  "atomic_forces_ev_per_a": [[0.2, -0.1, 0.3], [1.7, -3.1, -2.8], [4.2, -2.6, -1.3], [-0.5, -0.1, -0.1], [0.0, -0.3, -0.1], [0.1, -0.2, 0.0], [0.5, 0.4, 0.1], [-0.1, 0.4, -0.2], [0.3, -0.3, 0.1], [0.0, 0.0, 0.0], [-2.0, -2.3, 2.6], [0.1, 0.1, 0.0], [0.3, 0.1, 0.1], [0.3, 0.0, -0.1], [-0.2, 0.4, 0.0], [-0.2, -0.1, -0.1], [0.2, -0.2, 0.0], [-0.1, 0.0, -0.1], [-0.2, 0.1, 0.0], [0.1, 0.1, 0.1], [-1.1, -1.3, -0.4], [0.0, -0.1, 0.1], [0.0, -0.1, 0.0], [0.1, 0.0, -0.2], [-0.1, 0.1, 0.0], [-6.2, 4.5, -4.6], [2.8, 0.8, 0.8], [-0.6, 0.1, 0.2], [0.8, -0.6, -2.3], [-0.2, 2.0, 3.1], [-2.1, 1.4, -0.6], [0.0, -0.1, 0.0], [0.6, 0.0, 0.4], [-1.9, -1.5, -1.6], [-0.3, 0.0, -0.7], [0.1, 0.1, -0.1], [-0.6, 0.4, 0.3], [-1.2, 0.8, 2.6], [-0.1, 0.4, 0.2], [0.0, 0.1, 0.1], [-0.3, -0.3, 0.3], [-2.1, -1.8, -2.2], [-0.1, -0.1, 0.0], [0.2, -0.2, 0.2], [-0.3, 0.3, -0.3], [-0.5, 0.0, 0.2], [-2.2, 1.0, -0.1], [0.3, -0.2, 0.7], [-0.1, 0.0, 0.1], [0.0, 0.2, 0.2], [0.1, 0.0, 0.1], [-0.3, -1.0, -0.8], [-0.1, 0.0, -0.1], [0.6, -0.3, 0.2], [-0.1, -0.1, 0.0], [1.5, 1.5, -1.9], [-0.3, 0.1, -0.5], [-0.6, -0.3, -0.1], [3.9, 0.9, -1.4], [0.2, 0.5, 0.3], [0.0, -0.2, 0.1], [0.6, -0.3, -0.4], [-0.8, 1.0, 2.6], [-0.1, 0.0, 0.1], [-6.0, 10.3, -1.3], [0.7, -0.9, -2.7], [0.3, -0.1, 0.0], [-0.4, -0.3, 0.0], [-1.3, -1.5, 2.0], [0.1, 0.0, 0.1], [0.3, 0.1, 0.1], [6.1, -3.1, -0.5], [0.2, 0.4, -0.2], [-0.1, -0.1, -0.1], [0.3, 0.7, -0.1], [2.7, -0.8, 4.2], [0.4, 0.0, -0.3], [0.3, 0.1, 0.1], [-0.4, -0.2, -0.6], [4.9, 1.1, -3.0], [-0.6, 0.4, 0.3], [0.1, -0.2, -0.1], [-2.2, 0.7, -3.4], [1.0, -0.8, 2.6], [0.7, -0.1, -0.7], [-3.2, -1.0, -0.7], [1.9, -1.0, 0.3], [2.0, -1.3, 0.4], [-0.4, -0.2, 0.2], [-6.8, -3.1, 5.2], [0.0, 0.1, 0.1], [-2.4, -1.2, -2.5], [-1.7, 3.8, -0.2], [-0.1, -0.1, 0.1], [0.7, -0.1, -0.3], [-0.2, -0.3, -0.2], [-0.3, 0.0, -0.5], [0.0, 0.2, 0.1], [-0.1, 0.1, 0.0], [0.1, -5.1, 4.8], [-0.7, -2.4, 0.0], [0.0, -0.3, -0.4], [0.0, -0.1, 0.1], [3.5, -0.2, 1.0], [-0.1, 3.7, 0.4], [0.1, -0.2, 0.0], [2.3, 2.7, -3.4], [-1.8, 1.2, 1.3], [0.5, -0.1, -0.5], [0.0, 0.1, 0.0], [0.9, -0.3, -1.1], [-1.4, 1.6, 1.4], [-0.1, 0.1, 0.2], [1.3, -1.0, -3.5], [0.1, -0.2, 0.1], [2.7, 1.3, 0.3], [-0.2, -0.1, 0.1], [-0.1, 0.0, 0.0], [-0.1, -0.1, 0.0], [0.5, -0.3, 2.4], [-0.1, 0.0, -0.1], [-1.0, 0.5, -2.2], [-0.1, 0.0, 0.2], [0.5, 0.3, 0.4], [0.2, 0.1, -0.1], [-0.1, -0.3, 0.0], [-0.1, 0.1, 0.0], [1.9, 1.3, 1.3], [-0.1, 0.0, 0.0], [0.1, 0.0, 0.0], [-0.1, 0.1, 0.1], [2.7, 2.7, 3.3], [-0.5, -0.3, -0.1], [0.3, 0.0, 0.2], [0.2, 0.0, -0.1], [0.1, -0.1, -0.1], [-3.9, -0.7, 0.7], [0.3, 0.1, 0.1], [0.0, 0.0, -0.1], [0.3, -0.5, 0.2], [0.1, -2.3, 1.3], [2.1, -1.1, -1.1], [0.2, -0.1, 0.0], [-0.1, 0.1, -0.2], [-0.2, 0.3, -0.2], [-0.1, 0.0, -0.2], [-0.1, 0.1, -0.1], [-1.0, 0.7, -2.4], [2.6, 0.6, -1.0], [0.2, 0.0, -0.2], [-0.2, 0.0, 0.0], [-1.9, -0.4, -0.4], [0.2, 0.1, 0.2], [-0.3, 0.2, -0.3], [0.1, -0.1, -0.2], [0.1, 0.1, 0.0], [0.0, 0.1, 0.1], [-0.1, 0.1, 0.0], [-0.8, -1.4, -0.3], [-0.1, 0.0, 0.0], [-0.2, 0.1, 0.0], [-0.3, 0.1, 0.3], [-1.0, -2.0, -0.4], [0.1, 0.0, 0.1], [-0.7, -0.2, 0.5], [-0.1, -0.1, 0.2], [2.0, 0.7, 2.0], [2.9, -3.3, 3.9], [0.2, 0.1, -0.1], [0.3, -0.3, 0.1], [0.2, 0.2, -0.2], [0.1, -0.1, 0.3], [0.1, 0.0, 0.1], [-0.1, 0.2, 0.0], [-0.1, -0.1, -0.1], [0.1, 0.2, -0.1], [0.6, 1.0, -0.4], [-0.1, 0.1, 0.2], [-3.5, 1.3, 0.4], [0.1, 0.1, 0.0]],
  "mulliken_charge": [-0.718, 0.318, 0.400, -0.064, 0.108, 0.240, -0.300, -0.465, -0.831, 0.057, -0.343, 0.344, -0.310, -0.320, -0.307, -0.293, 0.183, 0.383, 0.238, 0.307, 0.228, -0.033, 0.445, 0.185, 0.301, -0.542, 0.301, -0.395, 0.416, -0.082, -0.700, 0.404, -0.063, 0.408, -0.007, 0.326, -0.134, 0.581, -0.782, 0.244, -0.341, -0.385, 0.391, 0.106, -0.101, -0.498, 0.228, -1.031, 0.365, 0.101, 0.409, -0.179, 0.333, -0.258, 0.419, 0.251, -0.340, -0.164, -0.430, -0.344, 0.301, -0.292, -0.192, 0.383, -0.308, 0.294, -0.303, -0.508, 0.129, 0.391, 0.183, 0.592, 0.522, 0.308, -0.672, -0.521, -0.569, -0.903, -0.851, -0.209, -0.213, 0.240, -0.539, 0.302, -0.510, 0.420, -0.238, -0.660, -0.834, -0.466, -0.105, 0.251, 0.193, 0.315, -1.048, -0.724, -0.410, 0.411, 0.366, -0.467, 0.363, -0.725, 0.417, -0.128, -0.035, 0.227, -0.192, 0.271, -0.779, 0.409, 0.154, 0.210, 0.290, -0.439, 0.062, -0.233, 0.126, 0.344, 0.209, 0.290, 0.336, 0.300, 0.304, -0.793, 0.239, 0.422, 0.395, 0.363, 0.376, 0.373, 0.395, -0.633, -0.668, -0.318, 0.029, 0.407, 0.426, -0.012, 0.352, -0.421, 0.232, 0.193, 0.386, 0.403, -0.255, 0.303, 0.356, 0.214, 0.315, 0.086, 0.333, 0.299, 0.226, -0.739, 0.412, 0.386, 0.252, 0.344, 0.166, 0.351, 0.097, -0.774, 0.309, -0.110, -0.647, 0.198, 0.415, 0.037, 0.129, -0.516, -0.720, 0.259, 0.375, 0.315, 0.207, 0.525, 0.221, 0.406, 0.567, 0.414],
  "molar_mass_da": 1143.436,
  "lumo_ev": -5.288,
  "homo_energy_ev": -9.610,
  "energy_ha": -4042.09235,
  "total_charge": 1
}


{
  "formula": "C3H8O",
  "method": "ωB97M-V/def2-TZVPD",
  "symbols": ["H", "H", "H", "O", "C", "H", "H", "C", "H", "C", "H", "H"],
  "xyz": [[-0.1682, -0.1707, -1.9026], [-1.4495, -0.0035, 1.3409], [0.0151, 1.0291, 0.5516], [0.2954, 1.0773, 1.5763], [-0.2061, 0.7818, -1.3062], [0.7060, -0.7903, -0.4360], [-1.0848, 1.3434, -1.4487], [-0.3626, -0.0807, 1.1054], [1.3439, -1.3732, 1.2026], [0.4618, -1.1644, 0.5397], [-0.1416, -2.1412, 0.3062], [0.5906, 1.4923, -1.5292]],
  "atomic_forces_ev_per_a": [[-0.1, 1.1, 0.6], [0.8, -1.0, -0.2], [0.9, 2.8, -2.1], [-0.7, -2.3, 0.4], [-0.5, -0.6, 0.8], [1.1, -0.7, 0.4], [-1.4, 0.4, -0.6], [-0.4, 2.1, -0.5], [-0.8, 0.1, -0.6], [-0.3, -3.2, 0.4], [1.0, 1.7, 0.8], [0.6, -0.4, 0.4]],
  "mulliken_charge": [0.356, 0.307, 0.245, -0.552, -1.162, 0.199, 0.390, -0.047, 0.287, -0.591, 0.247, 0.321],
  "molar_mass_da": 60.096,
  "lumo_ev": -0.564,
  "relative_energy_kj_mol": 602.11,
  "homo_energy_ev": -7.914,
  "energy_ha": -194.10662
}


{
  "formula": "C6H35NO12",
  "method": "ωB97M-V/def2-TZVPD",
  "symbols": ["O", "H", "N", "H", "H", "O", "H", "O", "H", "H", "H", "H", "O", "C", "H", "H", "H", "H", "H", "C", "H", "H", "H", "H", "H", "H", "H", "H", "H", "C", "H", "O", "H", "H", "H", "H", "H", "H", "O", "C", "H", "H", "H", "O", "O", "H", "H", "O", "C", "C", "O", "O", "O", "H"],
  "xyz": [[-0.7578, -2.5540, 2.5115], [1.4703, -0.8079, 0.0442], [0.5295, 0.9776, 0.5076], [-4.7379, 0.9267, -1.8131], [0.1407, -0.4558, 2.8309], [-4.6576, 0.7744, -2.7672], [3.2486, 0.6362, 0.9002], [2.5323, 0.2806, -2.2354], [3.0459, -0.7635, 1.9680], [-1.6982, 1.0809, 2.5948], [-3.9799, -0.8138, -3.1071], [1.1772, 2.8374, 1.3600], [-1.2081, -0.1588, 3.6533], [0.3806, 2.0744, 1.4599], [2.4382, 3.0984, -0.8343], [-0.5256, -2.9452, -0.6944], [0.4152, 1.7127, 2.4873], [0.9884, -2.6646, -0.3169], [-3.9741, 1.3911, -3.0497], [-0.1540, 1.0890, -0.7225], [-0.9963, -0.9631, 3.1219], [2.1788, 2.0035, 0.1335], [-0.5796, 2.6112, 1.3554], [2.6360, 1.0545, -1.6197], [-0.5291, -1.3708, 1.4609], [-0.7451, 0.2127, -2.5424], [0.8412, -0.3137, -2.0501], [-1.1392, -3.3417, -2.8845], [-0.5915, -0.9673, -1.2625], [2.5703, 0.1467, 1.6173], [3.2343, 0.3996, -2.8854], [2.8619, 2.2931, -0.4832], [-2.1276, 2.5793, 2.6854], [-2.3709, -2.4739, -2.4339], [-0.3842, -2.6469, 1.5921], [-4.4499, -2.2723, -3.3918], [2.4779, 0.7923, 2.4800], [-0.2667, -3.2151, 3.0114], [2.4248, -2.0721, -0.9593], [1.2414, -0.2220, 0.9517], [2.4605, -1.2140, -1.4223], [0.7068, 4.9730, -1.1677], [-1.9006, -0.4232, 4.2666], [-2.0389, 1.8483, 2.0676], [-3.6654, -1.7166, -3.3322], [0.3154, 3.4335, -1.0585], [0.9319, -1.9050, 2.2858], [-0.7517, 2.1295, -0.9827], [-0.1491, -0.0433, -1.6838], [0.3846, -1.0331, 1.9345], [-1.6035, -3.0138, -2.1089], [0.1112, -2.9520, 0.0638], [1.0493, 4.0742, -1.1592], [3.1895, -2.1073, -0.3771]],
  "atomic_forces_ev_per_a": [[-2.5, -4.6, 2.1], [-0.6, 0.4, 0.9], [0.0, 0.0, 1.9], [-0.1, 0.0, -0.3], [2.1, 0.2, -1.3], [0.2, 0.1, 0.4], [-0.2, -0.3, 0.3], [0.9, 0.5, 0.0], [0.0, -0.2, 0.0], [-0.6, 0.6, 0.0], [-0.2, -0.3, -0.1], [0.0, -0.4, -0.1], [-1.3, -0.1, 0.9], [0.4, 1.0, 0.0], [0.1, 0.4, -0.3], [0.2, -0.4, 0.4], [0.2, -0.3, -0.2], [-0.8, -0.5, 0.3], [-0.1, 0.2, -0.1], [-1.1, 0.3, -1.4], [-1.6, -0.1, 1.2], [0.6, 0.2, 0.0], [0.9, -0.6, -0.6], [0.2, -0.1, -0.3], [0.9, 3.0, -1.4], [-0.2, 0.4, -0.2], [-0.4, 0.3, 0.2], [-0.2, 0.0, -0.1], [0.2, 0.6, 0.1], [0.5, 0.1, -0.3], [0.0, -0.1, -0.1], [-0.2, -0.2, -0.1], [-0.3, -0.1, 0.2], [0.4, -0.4, -0.1], [-0.8, -2.0, 0.0], [0.0, 0.1, 0.0], [-0.2, 0.1, 0.2], [-0.5, -0.5, 0.4], [0.2, -0.6, 0.0], [0.8, 1.4, -1.6], [0.5, 0.1, -0.4], [-0.1, -0.1, 0.0], [-0.2, 0.1, 0.2], [-1.0, -0.6, 0.3], [0.1, 0.1, 0.2], [0.0, 0.9, -0.2], [1.3, 0.9, -0.8], [0.7, -1.0, 0.7], [-0.4, -1.2, 0.4], [1.7, 2.6, -0.8], [-0.1, 0.4, 0.2], [0.3, 0.1, -0.8], [0.1, -0.1, 0.1], [0.2, -0.1, -0.1]],
  "mulliken_charge": [-0.768, -2.504, 1.157, 0.341, 0.616, -0.705, 0.522, -0.640, 0.517, 0.421, 0.399, 0.334, -0.733, -1.140, 0.514, 0.356, 0.521, 0.338, 0.326, 0.860, 0.573, -0.280, 0.576, 0.441, 0.631, 0.514, 0.286, 0.305, 0.209, -1.833, 0.269, -0.765, 0.341, 0.354, 0.632, 0.317, 0.359, 0.356, -0.769, 3.316, 0.528, 0.276, 0.313, -0.721, -0.716, 0.298, 0.932, -0.722, -1.248, -2.717, -0.687, -0.763, -0.665, 0.326],
  "molar_mass_da": 313.341,
  "lumo_ev": [-2.270, -7.507],
  "relative_energy_kj_mol": 142.60,
  "multiplicity": 2,
  "homo_energy_ev": [-13.469, -13.102],
  "energy_ha": -1206.82143,
  "total_charge": 1,
  "s_squared": 0.76
}